Record 1
104
Properties=species:S:1:pos:R:3 method="wB97M-V/def2-TZVPD" total_charge=-2 lumo_ev="4.108 / 3.980" s2=3.785 e_above_lowest_kj_mol=52.4 e_homo_ev="-1.489 / -2.110" energy_ha=-3404.8047 spin_multiplicity=4 gap_ev="5.5974 / 6.0899"
V -0.355 -0.108 0.360
C 4.164 -4.911 3.190
C 2.790 -5.518 2.874
C 2.923 -6.430 1.648
C 2.375 -6.379 4.068
C 1.779 -4.408 2.575
C 2.087 -3.442 1.618
C 1.195 -2.421 1.309
N 1.464 -1.318 0.500
C 2.320 -1.391 -0.529
C 2.515 -2.568 -1.294
C 3.295 -2.595 -2.417
C 3.986 -1.409 -2.787
C 3.872 -0.229 -2.105
C 3.000 -0.154 -0.938
O 2.874 0.891 -0.269
C 4.658 1.018 -2.508
C 5.499 0.789 -3.767
C 5.617 1.407 -1.372
C 3.708 2.189 -2.795
C 3.356 -3.869 -3.261
C 3.835 -5.037 -2.389
C 4.306 -3.744 -4.453
C 1.956 -4.192 -3.802
C -0.048 -2.364 1.984
O -0.852 -1.348 1.686
C -0.376 -3.312 2.956
C 0.549 -4.328 3.218
C -1.699 -3.201 3.713
C -2.873 -3.274 2.727
C -1.878 -4.329 4.732
C -1.747 -1.870 4.478
H 4.877 -5.698 3.453
H 4.091 -4.214 4.027
H 4.568 -4.365 2.339
H 3.659 -7.220 1.828
H 3.240 -5.859 0.776
H 1.964 -6.894 1.412
H 3.145 -7.133 4.257
H 1.436 -6.902 3.882
H 2.256 -5.779 4.971
H 3.053 -3.444 1.130
H 1.928 -3.433 -1.015
H 4.619 -1.442 -3.661
H 6.232 -0.009 -3.633
H 6.044 1.707 -3.998
H 4.876 0.543 -4.630
H 6.340 0.607 -1.193
H 5.065 1.593 -0.454
H 6.169 2.312 -1.646
H 2.963 1.910 -3.539
H 4.283 3.042 -3.171
H 3.180 2.488 -1.894
H 4.817 -4.822 -1.964
H 3.902 -5.956 -2.978
H 3.146 -5.213 -1.564
H 5.328 -3.531 -4.135
H 3.992 -2.953 -5.136
H 4.315 -4.685 -5.010
H 1.227 -4.278 -2.997
H 1.969 -5.134 -4.359
H 1.612 -3.400 -4.471
H 0.302 -5.063 3.968
H -2.859 -4.223 2.184
H -2.821 -2.463 2.004
H -3.819 -3.203 3.271
H -1.877 -5.313 4.258
H -2.839 -4.201 5.237
H -1.096 -4.315 5.495
H -1.634 -1.022 3.807
H -0.944 -1.828 5.218
H -2.703 -1.776 5.004
N 0.210 1.834 -0.296
C -0.998 2.682 -0.328
C -2.178 1.830 -0.788
O -3.032 2.271 -1.569
N -2.096 0.588 -0.290
C -2.882 -0.464 -0.894
C -1.917 -1.464 -1.537
O -2.307 -2.322 -2.320
O -0.675 -1.296 -1.194
H 0.953 2.220 0.280
H 0.570 1.731 -1.245
H -0.884 3.537 -1.000
H -1.195 3.049 0.679
H -3.578 -0.076 -1.645
H -3.460 -1.009 -0.140
F 0.905 3.190 2.197
B 0.030 2.403 2.961
F -1.207 3.040 3.059
F 0.562 2.154 4.215
F -0.163 1.148 2.278
C 0.096 -1.212 -4.453
N -0.907 -0.160 -4.385
C -2.251 -0.492 -4.801
C -0.672 0.943 -3.647
O 0.421 1.233 -3.189
H 0.195 -1.566 -5.484
H -0.200 -2.040 -3.805
H 1.047 -0.816 -4.104
H -2.667 -1.292 -4.184
H -2.238 -0.810 -5.847
H -2.881 0.394 -4.717
H -1.568 1.558 -3.470

Record 2
11
Properties=species:S:1:pos:R:3 method="wB97M-V/def2-TZVPD" lumo_ev="0.466 / -3.281" s2=2.012 e_above_lowest_kj_mol=341.0 e_homo_ev="-7.207 / -9.866" energy_ha=-682.3499 spin_multiplicity=3 gap_ev="7.6727 / 6.5842"
C 1.006 -0.335 0.812
C 0.072 0.128 -0.297
N -1.395 -0.470 -0.161
O -2.380 0.129 -0.500
O -1.441 -1.572 0.292
S 0.027 1.920 -0.467
H 0.454 -1.261 1.254
H 1.108 0.507 1.663
H 2.081 -0.739 0.584
H 0.282 -0.333 -1.249
H 0.187 2.026 -1.932

Record 3
11
Properties=species:S:1:pos:R:3 method="wB97M-V/def2-TZVPD" smiles="C[C@@H]1N=C1N" lumo_ev=0.899 e_above_lowest_kj_mol=168.4 e_homo_ev=-9.430 energy_ha=-227.3607 gap_ev=10.3291
C -1.611 -0.028 -0.151
C -0.317 -0.721 0.199
N 2.009 0.506 -0.336
C 0.931 -0.026 0.315
N 0.505 -0.370 1.449
H -2.476 -0.494 0.334
H -1.585 1.032 0.123
H -1.759 -0.095 -1.236
H -0.291 -1.784 -0.056
H 2.811 0.664 0.256
H 1.783 1.316 -0.897

Record 4
100
Properties=species:S:1:pos:R:3 method="wB97M-V/def2-TZVPD" smiles="C#CN(CC(=O)F)C(=O)OCCCCCCCCCCCC.c1cc[nH]c1.c1cc[nH]c1.c1cc[nH]c1.c1cc[nH]c1.c1cc[nH]c1" lumo_ev=0.233 e_homo_ev=-8.273 energy_ha=-2095.6618 gap_ev=8.5062
C -1.893 -0.989 5.239
C -2.243 -0.446 4.227
N -2.604 0.206 3.082
C -3.815 1.038 3.176
C -5.076 0.226 3.429
O -5.336 -0.448 4.359
F -5.947 0.367 2.391
C -2.613 -0.589 1.889
O -2.389 -0.113 0.811
O -2.918 -1.854 2.136
C -2.698 -2.749 1.033
C -1.226 -3.131 0.814
C -0.253 -2.831 1.975
C 0.867 -1.870 1.581
C 1.900 -1.670 2.696
C 1.495 -0.560 3.687
C 2.064 0.832 3.333
C 1.046 1.988 3.228
C 0.967 2.656 1.845
C -0.092 2.040 0.907
C 0.343 1.917 -0.566
C -0.063 0.597 -1.223
H -1.520 -1.428 6.132
H -3.915 1.583 2.239
H -3.691 1.747 3.996
H -3.293 -3.635 1.249
H -3.099 -2.307 0.122
H -0.854 -2.656 -0.099
H -1.207 -4.206 0.621
H -0.779 -2.460 2.860
H 0.222 -3.771 2.277
H 1.351 -2.239 0.669
H 0.429 -0.896 1.324
H 2.016 -2.613 3.240
H 2.869 -1.423 2.254
H 1.842 -0.848 4.682
H 0.400 -0.505 3.722
H 2.631 0.765 2.397
H 2.792 1.098 4.107
H 1.307 2.761 3.959
H 0.046 1.637 3.511
H 0.724 3.712 2.001
H 1.956 2.604 1.378
H -0.978 2.683 0.944
H -0.417 1.074 1.306
H -0.136 2.727 -1.128
H 1.427 2.039 -0.653
H 0.361 -0.264 -0.699
H -1.151 0.487 -1.270
H 0.308 0.563 -2.253
N 4.650 4.128 2.302
C 5.802 3.851 1.620
C 5.918 4.758 0.600
C 4.785 5.616 0.668
C 4.025 5.199 1.728
H 4.307 3.617 3.094
H 6.436 3.036 1.922
H 6.717 4.797 -0.120
H 4.552 6.435 0.009
H 3.090 5.566 2.117
N -5.326 -1.330 -2.182
C -6.265 -1.861 -3.022
C -5.607 -2.492 -4.044
C -4.214 -2.333 -3.809
C -4.073 -1.612 -2.653
H -5.525 -0.808 -1.348
H -7.317 -1.746 -2.824
H -6.071 -3.007 -4.868
H -3.407 -2.701 -4.423
H -3.194 -1.277 -2.128
N -2.634 3.320 -2.643
C -2.115 3.540 -3.889
C -2.369 4.844 -4.223
C -3.067 5.432 -3.133
C -3.215 4.466 -2.174
H -2.594 2.448 -2.148
H -1.612 2.756 -4.428
H -2.085 5.324 -5.144
H -3.419 6.448 -3.062
H -3.680 4.497 -1.204
N 7.736 0.448 0.904
C 8.357 -0.589 0.264
C 7.449 -1.604 0.132
C 6.231 -1.161 0.716
C 6.440 0.109 1.183
H 8.169 1.324 1.132
H 9.386 -0.517 -0.044
H 7.634 -2.558 -0.332
H 5.307 -1.711 0.783
H 5.779 0.796 1.682
N -1.640 -5.039 -4.650
C -2.579 -5.575 -5.488
C -1.919 -6.207 -6.507
C -0.526 -6.046 -6.273
C -0.387 -5.322 -5.120
H -1.844 -4.516 -3.818
H -3.631 -5.461 -5.287
H -2.382 -6.727 -7.329
H 0.280 -6.420 -6.882
H 0.492 -4.986 -4.597

Record 5
22
Properties=species:S:1:pos:R:3 method="wB97M-V/def2-TZVPD" total_charge=+3 lumo_ev=-14.793 e_homo_ev=-20.966 energy_ha=-1167.2913 gap_ev=6.1733
O 1.442 -0.479 -3.995
C 0.824 -0.083 -3.116
Hf -0.644 -0.337 0.110
C 1.093 -0.316 1.471
O 1.995 -0.277 2.207
C -1.598 1.583 -0.365
O -2.075 2.629 -0.538
C -0.541 -2.039 -1.325
O -0.494 -2.810 -2.184
C 0.869 1.346 -0.079
O 1.598 2.226 -0.219
H -0.181 0.185 -1.676
C -3.118 -2.447 3.255
S -3.287 -0.832 2.459
C -2.618 0.185 3.761
O -2.051 -0.899 1.432
H -3.836 -2.496 4.070
H -2.111 -2.588 3.635
H -3.360 -3.212 2.521
H -1.788 -0.324 4.276
H -2.248 1.130 3.330
H -3.442 0.388 4.468

Record 6
9
Properties=species:S:1:pos:R:3 method="wB97M-V/def2-TZVPD" total_charge=+2 lumo_ev="-10.628 / -10.428" s2=6.295 e_above_lowest_kj_mol=326.2 e_homo_ev="-17.052 / -16.200" energy_ha=-796.6465 spin_multiplicity=5 gap_ev="6.4246 / 5.7719"
H -3.664 -1.591 1.178
O 1.317 -0.064 0.645
C 1.281 0.161 -0.617
C -0.007 0.432 -1.163
O -1.002 0.456 -0.358
Li 1.159 0.875 2.283
Nd -1.102 -0.991 1.465
H 2.196 0.359 -1.187
H -0.178 0.363 -2.245

Record 7
65
Properties=species:S:1:pos:R:3 method="wB97M-V/def2-TZVPD" total_charge=+2 lumo_ev=-7.726 e_above_lowest_kj_mol=0.0 e_homo_ev=-13.553 energy_ha=-4058.4541 gap_ev=5.8275
Hf -0.457 -1.658 -1.114
O -3.473 -6.310 -0.296
C -3.991 -5.406 0.559
C -5.070 -5.726 1.378
C -5.584 -4.800 2.259
C -5.035 -3.518 2.354
C -3.973 -3.198 1.549
C -3.427 -4.126 0.629
C -2.318 -3.690 -0.179
O -1.893 -2.397 0.012
N -1.749 -4.435 -1.093
N -0.764 -3.704 -1.749
C -0.190 -4.141 -2.802
C 0.767 -3.207 -3.459
C 1.441 -3.524 -4.608
C 2.302 -2.571 -5.155
C 2.448 -1.342 -4.537
C 1.723 -1.082 -3.389
N 0.889 -1.992 -2.860
H -3.966 -7.137 -0.214
H -5.500 -6.719 1.316
H -6.423 -5.078 2.884
H -5.437 -2.797 3.050
H -3.533 -2.215 1.613
H -0.415 -5.125 -3.204
H 1.313 -4.496 -5.067
H 2.854 -2.797 -6.058
H 3.111 -0.585 -4.932
H 1.802 -0.136 -2.870
C -1.191 5.479 0.910
C 0.239 5.150 0.459
C 0.500 5.778 -0.916
C 1.221 5.739 1.469
C 0.385 3.631 0.343
C -0.462 2.929 -0.530
C -0.274 1.583 -0.589
Br -1.509 0.635 -1.817
C 0.662 0.833 0.130
O 0.687 -0.546 -0.100
C 1.498 1.505 0.995
C 1.317 2.901 1.058
C 2.589 0.902 1.901
C 3.934 1.529 1.508
C 2.743 -0.619 1.823
C 2.249 1.260 3.355
H -1.304 6.559 1.011
H -1.422 5.023 1.875
H -1.940 5.143 0.187
H 0.393 6.862 -0.853
H -0.209 5.426 -1.669
H 1.510 5.558 -1.269
H 1.073 6.818 1.521
H 2.262 5.567 1.183
H 1.067 5.341 2.475
H -1.217 3.436 -1.116
H 1.967 3.439 1.732
H 4.189 1.297 0.471
H 4.722 1.127 2.146
H 3.942 2.614 1.621
H 3.043 -0.958 0.832
H 1.839 -1.146 2.124
H 3.533 -0.907 2.518
H 2.201 2.336 3.524
H 3.019 0.859 4.016
H 1.290 0.829 3.653

Record 8
11
Properties=species:S:1:pos:R:3 method="wB97M-V/def2-TZVPD" smiles="CN1OC=CS1" lumo_ev=0.850 e_above_lowest_kj_mol=416.9 e_homo_ev=-7.718 energy_ha=-645.3529 gap_ev=8.5680
C 0.209 -1.894 -0.234
C 1.430 -1.427 -0.062
C -0.514 1.390 -0.455
N -0.045 0.229 -1.236
O -0.714 -1.038 -0.818
S 1.701 -0.005 -0.968
H -0.082 -2.621 0.505
H 2.303 -1.907 0.395
H -0.449 2.282 -1.198
H -1.566 1.333 -0.336
H -0.107 1.471 0.481

Record 9
111
Properties=species:S:1:pos:R:3 method="wB97M-V/def2-TZVPD" total_charge=-2 lumo_ev=3.894 e_above_lowest_kj_mol=0.0 e_homo_ev=-2.387 energy_ha=-3321.3123 gap_ev=6.2811
K 1.924 -1.138 0.590
O 2.289 -3.718 0.441
C 2.316 -4.811 -0.221
C 3.367 -5.768 -0.142
C 3.352 -6.914 -0.910
C 2.302 -7.196 -1.787
C 1.253 -6.288 -1.873
C 1.245 -5.128 -1.117
C 0.121 -4.155 -1.109
N -0.293 -3.394 -2.038
C 0.459 -3.364 -3.281
C 1.455 -2.205 -3.279
N 0.922 -0.848 -3.114
C -0.103 -0.543 -3.799
C -0.760 0.752 -3.877
C -1.894 0.829 -4.691
C -2.617 1.991 -4.872
C -2.168 3.147 -4.217
C -1.059 3.118 -3.408
C -0.297 1.919 -3.167
O 0.685 1.916 -2.375
H 4.189 -5.558 0.532
H 4.179 -7.614 -0.829
H 2.303 -8.102 -2.380
H 0.416 -6.491 -2.536
H -0.400 -4.061 -0.154
H -0.254 -3.249 -4.103
H 1.031 -4.278 -3.463
H 2.021 -2.253 -4.217
H 2.174 -2.379 -2.474
H -0.592 -1.297 -4.435
H -2.212 -0.080 -5.196
H -3.493 2.012 -5.509
H -2.704 4.084 -4.347
H -0.712 4.017 -2.911
N 3.110 -0.741 4.304
C 2.714 -2.031 4.036
N 3.385 -2.613 2.990
O 1.888 -2.623 4.725
H 3.500 -0.196 3.531
H 2.494 -0.264 4.939
H 3.855 -1.965 2.370
H 2.900 -3.355 2.498
O 2.743 0.668 -1.181
C 4.001 0.285 -1.487
C 4.341 -0.109 -2.783
C 5.638 -0.486 -3.086
C 6.616 -0.454 -2.104
C 6.275 -0.036 -0.826
C 4.975 0.318 -0.482
C 4.737 0.789 0.961
O 5.394 1.770 1.319
O 3.937 0.103 1.669
H 2.098 0.651 -1.929
H 3.563 -0.110 -3.536
H 5.883 -0.802 -4.095
H 7.636 -0.741 -2.331
H 7.033 0.032 -0.055
O -0.270 -0.209 1.376
P -1.176 0.963 1.154
C -2.356 0.949 2.562
C -3.311 2.110 2.835
C -4.419 1.650 3.797
C -3.899 0.636 4.829
C -2.418 0.874 5.105
C -1.590 0.568 3.850
C -0.104 2.422 0.866
C -0.641 3.683 0.190
C -1.274 4.675 1.159
C -0.308 5.021 2.291
C 0.176 3.765 3.013
C 0.811 2.771 2.045
C -2.095 0.747 -0.402
C -2.468 -0.738 -0.582
C -3.457 -0.878 -1.732
C -4.801 -0.208 -1.396
C -4.620 0.947 -0.402
C -3.305 1.673 -0.665
H -2.977 0.086 2.284
H -3.759 2.496 1.920
H -2.759 2.938 3.284
H -5.239 1.206 3.223
H -4.834 2.523 4.309
H -4.021 -0.382 4.449
H -4.489 0.696 5.747
H -2.068 0.256 5.934
H -2.276 1.916 5.411
H -1.336 -0.490 3.805
H -0.635 1.094 3.900
H 0.517 1.929 0.102
H -1.314 3.431 -0.629
H 0.223 4.160 -0.283
H -2.194 4.256 1.579
H -1.563 5.583 0.621
H -0.779 5.710 2.999
H 0.558 5.542 1.868
H -0.671 3.300 3.528
H 0.899 4.032 3.789
H 1.134 1.862 2.557
H 1.721 3.214 1.630
H -1.318 0.973 -1.144
H -2.909 -1.149 0.334
H -1.568 -1.320 -0.778
H -3.603 -1.932 -1.975
H -3.020 -0.409 -2.619
H -5.499 -0.941 -0.980
H -5.256 0.175 -2.314
H -4.621 0.560 0.622
H -5.463 1.641 -0.469
H -3.247 2.588 -0.072
H -3.271 1.993 -1.710

Record 10
15
Properties=species:S:1:pos:R:3 method="wB97M-V/def2-TZVPD" total_charge=-1 lumo_ev=4.058 e_above_lowest_kj_mol=130.1 e_homo_ev=-3.897 energy_ha=-308.2953 gap_ev=7.9552
C -0.931 -1.750 0.869
C -0.742 -0.679 1.926
O -1.383 0.417 1.717
O 0.115 -0.905 2.805
H -0.816 -2.728 1.063
H -0.146 -1.719 0.087
H -1.845 -1.722 0.303
C 0.010 1.363 -1.103
C 1.503 0.896 -1.197
H -0.777 1.067 -1.772
H -0.422 1.143 -0.115
H 0.225 2.525 -1.062
H 2.039 1.428 -0.475
H 1.662 0.897 -2.244
H 1.507 -0.234 -0.803

Record 11
36
Properties=species:S:1:pos:R:3 method="wB97M-V/def2-TZVPD" lumo_ev="-0.644 / -0.444" s2=0.766 e_homo_ev="-8.663 / -8.771" energy_ha=-2692.5404 spin_multiplicity=2 gap_ev="8.0197 / 8.3273"
Cr -1.077 0.243 -0.242
O 0.119 1.605 -1.289
C 1.130 0.874 -2.015
C 0.461 -0.225 -2.814
N -0.532 -0.926 -1.971
C -1.816 -1.084 -2.692
C -2.561 0.240 -2.633
O -3.178 0.673 -3.576
O -2.472 0.804 -1.448
C -0.067 -2.205 -1.421
C -0.913 -2.544 -0.203
O -0.995 -3.667 0.216
O -1.490 -1.481 0.342
H -0.499 2.038 -1.899
H 1.796 0.483 -1.251
H 1.697 1.547 -2.657
H 1.213 -0.916 -3.204
H -0.060 0.203 -3.673
H -2.413 -1.834 -2.170
H -1.658 -1.406 -3.722
H 0.970 -2.096 -1.096
H -0.113 -3.018 -2.149
F -1.171 1.670 4.785
C 0.015 2.128 4.361
F 0.824 2.200 5.437
F -0.167 3.382 3.916
C 0.610 1.241 3.298
C 1.829 0.636 3.491
C 2.374 -0.186 2.505
C 1.658 -0.357 1.347
N 0.476 0.236 1.144
C -0.076 1.019 2.088
S -1.624 1.605 1.579
H 2.360 0.797 4.419
H 3.323 -0.683 2.642
H 2.028 -0.994 0.553